Record 1
Density functional theory data (wB97M-V/def2-TZVPD) for a 3-piece molecular cluster, C3H10NO4 overall.

Its energy relative to the best compared isomer or geometry (same formula, charge and spin) is 0.883 eV. The value obtained for the HOMO-LUMO gap (spin up / spin down) is 10.7 / 7.5 eV. The calculated total energy is -12950.5813 eV. Its spin multiplicity is 2.

CARTESIAN COORDINATES (ANGSTROEM)
C (0.71, -1.56, 1.34)
N (0.30, -0.30, 1.09)
C (1.13, 0.88, 1.05)
C (1.41, 1.33, -0.59)
O (0.29, 1.32, -1.26)
O (-0.01, -2.52, 1.20)
H (1.78, -1.70, 1.54)
H (-0.66, -0.09, 0.80)
H (2.09, 0.60, 1.47)
H (0.50, 1.72, 1.35)
H (2.14, 0.57, -0.89)
H (1.64, 2.39, -0.34)
H (-2.51, 0.73, -0.68)
H (-1.15, 1.41, -0.26)
O (-2.11, 1.33, -0.05)
H (-0.70, 0.06, -2.02)
H (-0.61, -1.36, -1.53)
O (-1.11, -0.82, -2.18)

---

Record 2
Density functional theory data (wB97M-V/def2-TZVPD) for a 2-piece molecular cluster, C3H10NOP overall.

Its energy relative to the best compared isomer or geometry (same formula, charge and spin) is 6.703 eV. The value obtained for the HOMO-LUMO gap (spin up / spin down) is 4.9 / 4.9 eV. The calculated total energy is -16093.8038 eV. Its spin multiplicity is 1.

CARTESIAN COORDINATES (ANGSTROEM)
C (0.99, 1.46, 0.55)
C (0.65, -1.29, 0.99)
C (1.22, -0.13, -1.68)
N (-3.17, -0.44, 0.05)
O (-1.01, -0.02, -0.59)
P (0.41, -0.02, -0.20)
H (0.96, 2.21, -0.32)
H (1.84, 1.42, 1.21)
H (0.29, 1.80, 1.39)
H (0.38, -2.19, 0.49)
H (0.01, -1.18, 1.81)
H (1.60, -1.25, 1.49)
H (1.50, 0.72, -2.13)
H (-3.36, 0.50, 0.28)
H (1.03, -1.08, -2.36)
H (-3.36, -0.53, -0.99)

---

Record 3
Density functional theory data (wB97M-V/def2-TZVPD) for a 2-piece molecular cluster, C3H10NOS overall.

As for the net charge: -1. Its energy relative to the best compared isomer or geometry (same formula, charge and spin) is 1.459 eV. The value obtained for the HOMO-LUMO gap is 6.3 eV. The calculated total energy is -17645.9835 eV. Its spin multiplicity is 1.

CARTESIAN COORDINATES (ANGSTROEM)
C (-1.79, 0.51, 1.75)
C (-1.06, -0.76, 1.13)
C (-0.33, -0.25, -0.16)
S (1.13, 0.90, -0.05)
N (-0.20, -1.64, 1.85)
H (-2.78, 0.30, 2.13)
H (-1.89, 1.25, 0.85)
H (-1.19, 1.14, 2.49)
H (-1.92, -1.34, 0.73)
H (-0.28, -1.15, -0.78)
H (-1.00, 0.34, -0.80)
H (0.74, -1.20, 1.64)
H (-0.23, -1.76, 2.85)
H (1.85, 0.71, -3.91)
H (1.24, -0.55, -3.40)
O (0.98, 0.30, -3.79)

---

Record 4
Density functional theory data (wB97M-V/def2-TZVPD) for a 2-piece molecular cluster, C3H10NOS overall.

As for the net charge: -1. Its energy relative to the best compared isomer or geometry (same formula, charge and spin) is 2.001 eV. The value obtained for the HOMO-LUMO gap is 5.8 eV. The calculated total energy is -17645.4417 eV. Its spin multiplicity is 1.

CARTESIAN COORDINATES (ANGSTROEM)
C (2.36, -0.79, -0.07)
C (0.91, -0.58, 0.33)
S (0.26, -1.85, 1.45)
H (2.91, 0.11, 0.15)
H (2.48, -0.98, -1.13)
H (2.85, -1.61, 0.45)
H (0.71, 0.44, 0.69)
H (0.28, -0.52, -0.55)
H (-0.91, -1.23, 1.67)
N (-2.21, 1.10, -0.62)
C (-1.19, 2.19, -0.95)
O (-0.19, 1.81, -1.72)
H (-1.93, 0.51, 0.17)
H (-2.02, 0.40, -1.35)
H (-1.87, 2.93, -1.42)
H (-0.87, 2.57, 0.06)

---

Record 5
Density functional theory data (wB97M-V/def2-TZVPD) for a 2-piece molecular cluster, C3H10NOS overall.

As for the net charge: -1. Its energy relative to the best compared isomer or geometry (same formula, charge and spin) is 2.600 eV. The value obtained for the HOMO-LUMO gap is 5.9 eV. The calculated total energy is -17644.8425 eV. Its spin multiplicity is 1.

CARTESIAN COORDINATES (ANGSTROEM)
C (-1.33, 0.50, -0.77)
C (-1.61, 0.53, 0.80)
S (-3.35, 0.78, 1.33)
H (-1.41, 1.51, -1.19)
H (-1.98, -0.07, -1.49)
H (-0.28, 0.12, -0.97)
H (-1.12, -0.40, 1.22)
H (-1.09, 1.38, 1.27)
H (-3.88, 0.01, 0.34)
N (2.42, -1.60, -0.11)
C (2.49, 0.02, -0.15)
O (2.00, 0.66, 0.87)
H (2.42, -1.86, 0.87)
H (1.33, -1.80, -0.37)
H (3.54, 0.07, -0.40)
H (1.88, 0.15, -1.23)

---

Record 6
Density functional theory data (wB97M-V/def2-TZVPD) for a 2-piece molecular cluster, C3H10NOS overall.

As for the net charge: -1. Its energy relative to the best compared isomer or geometry (same formula, charge and spin) is 0.690 eV. The value obtained for the HOMO-LUMO gap is 6.4 eV. The calculated total energy is -17646.7527 eV. Its spin multiplicity is 1.

CARTESIAN COORDINATES (ANGSTROEM)
C (2.86, -0.25, 0.89)
N (1.67, 0.41, 0.47)
C (0.43, -0.33, 0.67)
C (-0.71, 0.20, -0.22)
S (-2.32, -0.38, 0.32)
H (3.06, -1.23, 0.41)
H (3.74, 0.38, 0.79)
H (2.78, -0.46, 1.97)
H (1.74, 0.98, -0.36)
H (0.16, -0.20, 1.72)
H (0.61, -1.40, 0.47)
H (-0.60, 1.30, -0.10)
H (-0.41, -0.01, -1.25)
H (-5.06, 0.16, -1.74)
H (-3.58, 0.27, -1.78)
O (-4.37, 0.57, -2.28)

---

Record 7
Density functional theory data (wB97M-V/def2-TZVPD) for a 2-piece molecular cluster, C3H10NOS overall.

As for the net charge: -1. Its energy relative to the best compared isomer or geometry (same formula, charge and spin) is 2.586 eV. The value obtained for the HOMO-LUMO gap is 5.7 eV. The calculated total energy is -17644.8571 eV. Its spin multiplicity is 1.

CARTESIAN COORDINATES (ANGSTROEM)
C (0.11, 0.94, 1.28)
C (1.08, 1.99, 0.83)
S (1.21, 3.55, 1.79)
H (0.55, 0.62, 2.25)
H (-0.78, 1.55, 1.54)
H (-0.40, 0.04, 0.93)
H (0.72, 2.41, -0.12)
H (2.11, 1.68, 0.62)
H (1.76, 3.02, 2.91)
N (-0.53, -2.58, -2.55)
C (-1.10, -2.30, -1.12)
O (-0.46, -1.44, -0.37)
H (0.26, -1.92, -2.58)
H (-1.16, -2.19, -3.24)
H (-1.19, -3.32, -0.70)
H (-2.16, -2.05, -1.47)

---

Record 8
Density functional theory data (wB97M-V/def2-TZVPD) for a 2-piece molecular cluster, C3H10NOS overall.

As for the net charge: -1. Its energy relative to the best compared isomer or geometry (same formula, charge and spin) is 2.422 eV. The value obtained for the HOMO-LUMO gap is 6.1 eV. The calculated total energy is -17645.0207 eV. Its spin multiplicity is 1.

CARTESIAN COORDINATES (ANGSTROEM)
C (1.42, -0.96, 1.00)
O (0.65, -0.06, 1.65)
C (1.16, -0.88, -0.55)
N (1.92, -1.85, -1.30)
H (2.55, -0.82, 1.12)
H (1.24, -2.08, 1.28)
H (0.10, -1.07, -0.60)
H (1.26, 0.17, -0.88)
H (1.58, -1.91, -2.27)
H (2.89, -1.58, -1.32)
C (-1.27, 1.90, 0.70)
S (-1.86, 0.87, -0.71)
H (-2.17, 2.02, 1.40)
H (-0.49, 1.25, 1.19)
H (-0.81, 2.82, 0.30)
H (-2.85, 0.34, 0.03)

---

Record 9
Density functional theory data (wB97M-V/def2-TZVPD) for a 2-piece molecular cluster, C3H10NOS2 overall.

As for the net charge: +1. Its energy relative to the best compared isomer or geometry (same formula, charge and spin) is 1.341 eV. The value obtained for the HOMO-LUMO gap is 9.1 eV. The calculated total energy is -28473.3595 eV. Its spin multiplicity is 1.

CARTESIAN COORDINATES (ANGSTROEM)
C (1.76, -1.03, -1.13)
C (0.37, 0.35, 0.68)
C (0.53, -0.23, -0.78)
N (-2.39, 1.24, -0.21)
O (-0.45, -0.27, -1.46)
S (1.89, 0.79, 1.49)
S (-0.49, -1.05, 1.61)
H (1.77, -1.08, -2.19)
H (1.64, -2.11, -0.81)
H (2.72, -0.61, -0.80)
H (-0.23, 1.28, 0.69)
H (-3.32, 0.92, -0.45)
H (-2.57, 1.35, 0.77)
H (-2.13, 2.13, -0.45)
H (-1.75, 0.55, -0.68)
H (2.22, -0.52, 1.61)
H (0.42, -1.69, 2.11)

---

Record 10
Density functional theory data (wB97M-V/def2-TZVPD) for a 2-piece molecular cluster, C3H10NS overall.

As for the net charge: -1. Its energy relative to the best compared isomer or geometry (same formula, charge and spin) is 1.950 eV. The value obtained for the HOMO-LUMO gap is 6.3 eV. The calculated total energy is -15597.8514 eV. Its spin multiplicity is 1.

CARTESIAN COORDINATES (ANGSTROEM)
C (1.42, 1.64, 0.07)
S (-0.07, 1.68, -1.03)
H (2.29, 1.98, -0.46)
H (1.79, 0.69, 0.70)
H (1.18, 2.44, 0.86)
C (-0.50, -2.70, -0.19)
C (0.01, -1.48, 0.65)
N (-0.91, -0.66, 1.33)
H (-0.66, -3.71, 0.37)
H (0.09, -2.97, -1.14)
H (-1.49, -2.31, -0.61)
H (0.57, -0.88, -0.02)
H (0.64, -1.95, 1.50)
H (-1.78, -0.41, 0.81)
H (-0.62, 0.09, 1.96)

---

Record 11
Density functional theory data (wB97M-V/def2-TZVPD) for a 2-piece molecular cluster, C3H10NS overall.

As for the net charge: -1. Its energy relative to the best compared isomer or geometry (same formula, charge and spin) is 1.182 eV. The value obtained for the HOMO-LUMO gap is 6.2 eV. The calculated total energy is -15598.6190 eV. Its spin multiplicity is 1.

CARTESIAN COORDINATES (ANGSTROEM)
C (1.31, -2.72, 0.35)
S (1.36, -1.88, -1.31)
H (0.27, -2.68, 0.71)
H (1.45, -3.78, 0.15)
H (2.01, -2.41, 1.12)
C (-1.62, 1.95, 0.18)
C (-0.62, 0.90, -0.31)
N (0.78, 1.35, -0.05)
H (-2.04, 1.88, 1.19)
H (-1.21, 2.93, -0.05)
H (-2.55, 1.72, -0.36)
H (-0.91, -0.09, 0.03)
H (-0.67, 0.98, -1.39)
H (1.13, 0.69, 0.64)
H (1.31, 1.17, -0.89)

---

Record 12
Density functional theory data (wB97M-V/def2-TZVPD) for a 2-piece molecular cluster, C3H10NS overall.

As for the net charge: -1. Its energy relative to the best compared isomer or geometry (same formula, charge and spin) is 1.457 eV. The value obtained for the HOMO-LUMO gap is 6.6 eV. The calculated total energy is -15598.3447 eV. Its spin multiplicity is 1.

CARTESIAN COORDINATES (ANGSTROEM)
C (0.88, 2.26, -0.26)
S (1.72, 0.98, -1.36)
H (-0.23, 2.19, -0.36)
H (1.09, 1.95, 0.79)
H (1.22, 3.28, -0.42)
C (-0.50, -0.62, 1.35)
C (-0.30, -1.58, 0.04)
N (-0.90, -0.99, -1.21)
H (-1.58, -0.75, 1.49)
H (-0.01, -0.85, 2.31)
H (-0.33, 0.39, 0.99)
H (0.76, -1.80, -0.05)
H (-0.85, -2.50, 0.25)
H (-0.20, -0.31, -1.42)
H (-0.76, -1.66, -2.14)

---

Q: Among the records above, which one has the lowest energy relative to the best compared isomer or geometry (same formula, charge and spin)?
A: number 6